1.
Here is C15H30CuIO15 as an isolated structure from OMol25. Energies are from wB97M-V/def2-TZVPD.

- Highest occupied orbital energy (alpha / beta): -12.350 / -12.267 eV
- Multiplicity: 2
- Charge: +1

```
62
Properties=species:S:1:pos:R:3:forces:R:3:nbo_charge:R:1
Cu 1.17406 0.80142 -0.56224 -0.22 0.27 0.23 0.9037
I 3.43701 1.42457 -2.36013 -0.51 -0.15 0.41 0.0294
C -0.61012 3.76191 -2.67775 -1.64 -0.70 0.95 -0.2593
O -1.46769 2.68921 -3.17467 0.19 0.68 -1.39 -0.4808
C -1.33774 1.44180 -2.83853 0.81 -0.53 1.58 1.0289
O -0.46496 1.00009 -2.09298 -0.07 -0.02 -0.20 -0.7646
O -2.31059 0.73676 -3.36334 -0.08 1.82 -0.64 -0.4792
C -2.79966 -0.43441 -2.80818 -0.63 -1.77 1.06 -0.2684
H -0.54122 4.53585 -3.44219 0.41 -0.50 -0.07 0.2233
H 0.29076 3.38372 -2.19455 0.10 0.10 -0.49 0.2061
H -1.30148 4.11999 -1.91492 0.62 0.71 0.34 0.1939
H -3.77584 -0.34569 -2.33141 -0.53 0.86 -0.68 0.1873
H -2.27355 -0.79363 -1.92372 1.05 -0.28 -0.73 0.2187
H -2.89728 -1.11792 -3.65162 0.24 -0.41 0.57 0.2085
C 4.28873 -0.89718 1.26120 -1.04 1.30 -0.72 -0.2576
O 3.70191 -0.35441 2.50745 1.45 -1.59 -0.51 -0.4673
C 2.70655 0.45778 2.46613 -2.45 1.50 1.47 1.0242
O 2.23325 1.10242 1.51975 0.88 -1.37 1.23 -0.7244
O 2.18010 0.53431 3.80581 1.36 -0.14 -3.25 -0.5000
C 1.03825 1.37046 3.93324 -0.57 -0.01 -0.19 -0.2558
H 5.15860 -1.54158 1.38839 -0.34 0.25 0.90 0.2295
H 4.55633 -0.04832 0.63197 0.26 0.06 0.14 0.1913
H 3.51271 -1.41314 0.69580 -0.10 -0.26 0.33 0.2024
H 0.75366 1.31004 4.98370 0.19 0.31 -0.11 0.2106
H 0.20106 1.00436 3.33896 0.00 -0.27 -0.10 0.1761
H 1.21127 2.38274 3.56793 0.26 0.07 0.37 0.1887
C -2.52627 3.81030 0.82429 0.96 -0.86 -0.84 -0.2616
O -1.27723 4.55760 0.94442 -1.46 -0.47 0.07 -0.4837
C -0.13511 3.90781 0.73389 -0.53 -1.77 -0.62 1.0085
O 0.00144 2.67983 0.52499 -0.04 3.00 0.33 -0.7110
O 0.75335 4.87986 0.76759 -0.11 0.50 -0.66 -0.4737
C 2.09673 4.69543 0.43048 1.81 -0.93 1.40 -0.2709
H -3.40143 4.42055 0.60113 0.51 0.66 0.76 0.2201
H -2.63152 3.14723 1.68298 -0.24 0.22 -0.06 0.1989
H -2.43399 3.21681 -0.08530 0.08 -0.46 0.15 0.1844
H 2.39637 4.54764 -0.60705 -0.82 -0.08 -0.21 0.1900
H 2.43991 3.86564 1.04836 0.33 -0.38 -0.39 0.1976
H 2.67471 5.53777 0.81060 -0.47 0.29 -0.13 0.2145
C 0.30717 -4.05782 2.44385 -0.25 -0.10 0.13 -0.2528
O 0.59923 -2.83693 1.72858 0.47 0.44 -0.10 -0.4986
C -0.22292 -1.84598 1.45908 -2.07 0.24 -2.07 1.0270
O -0.00484 -1.02864 0.55295 0.27 -0.66 1.83 -0.7030
O -1.43021 -1.94614 2.07988 1.57 -1.19 0.14 -0.5135
C -2.47183 -1.03640 1.81739 -0.47 1.08 -0.10 -0.2511
H -0.73969 -4.35415 2.37766 0.00 0.37 0.03 0.2066
H 0.62328 -3.96429 3.48280 -0.13 0.13 -0.09 0.2053
H 0.90008 -4.83601 1.96325 0.09 0.25 -0.03 0.2076
H -2.75619 -0.94876 0.76879 0.65 0.05 -0.17 0.1969
H -2.16914 -0.08465 2.25402 -0.25 0.24 -0.35 0.1862
H -3.39801 -1.35136 2.29809 0.45 -0.43 0.41 0.2098
C -1.06086 -5.76876 -1.01764 -0.64 -0.08 0.72 -0.2645
O -0.17586 -5.07730 -1.88871 -0.69 0.59 -0.68 -0.5052
C -0.42452 -3.78912 -2.26315 -2.99 -0.98 3.33 0.9912
O -1.45465 -3.16706 -1.97445 1.77 -1.01 -1.07 -0.6788
O 0.67123 -3.35359 -2.74653 1.45 1.85 -2.22 -0.4736
C 0.61805 -1.98336 -3.28999 0.42 -0.83 0.58 -0.2599
H -0.60498 -5.73092 -0.02828 0.24 -0.66 -0.05 0.1742
H -1.26746 -6.76612 -1.40582 0.73 -0.07 0.13 0.2054
H -2.06585 -5.39757 -0.81683 0.07 0.97 -0.77 0.2042
H 0.47494 -1.34048 -2.42147 -0.15 0.26 -0.38 0.2052
H -0.15649 -1.87568 -4.04933 -0.14 -0.10 0.31 0.2034
H 1.58834 -1.83654 -3.76441 -0.06 -0.02 0.21 0.1998
```
Forces are in eV/Å.

2.
Here is C19H23N7O as an isolated structure from OMol25. Energies are from wB97M-V/def2-TZVPD.

- Highest occupied orbital energy: -8.041 eV
- Relative energy (zero: lowest compared OMol25 entry of this formula, charge and spin): 1.6092 eV

```
50
Properties=species:S:1:pos:R:3:forces:R:3:nbo_charge:R:1
N -5.52028 1.68641 1.91233 2.19 0.80 0.94 -0.2639
N -6.44924 1.25961 1.04831 2.05 -0.99 -1.83 -0.2963
N 0.49972 -1.14974 -2.38253 -3.07 -0.23 -0.29 -0.5260
N 2.71576 -0.99585 -1.60461 -0.59 -0.61 1.05 -0.5014
O -4.43829 0.56037 0.34143 2.01 1.27 1.16 -0.3898
C -4.32171 1.32659 1.49091 -3.71 0.31 0.28 0.3809
C -5.69992 0.64179 0.13576 -5.63 -1.08 -0.22 0.4762
C 1.78526 -1.23946 -2.51846 1.31 0.87 -0.22 0.5496
C -0.04475 -1.00779 -1.21294 -0.91 0.36 1.13 0.1356
C 2.16772 -0.85732 -0.38953 0.19 1.32 -0.03 0.4480
C -1.94031 2.37518 4.07553 3.20 0.56 -0.67 -0.2101
C -3.06186 2.22346 3.37943 -3.30 0.23 -0.14 -0.2041
C -0.73480 1.87580 3.45238 0.98 1.99 4.26 -0.1839
C -1.88230 1.14657 1.58752 -4.22 0.09 -1.30 -0.1999
C -3.12772 1.63336 2.12577 4.55 -1.42 0.10 -0.0506
C -0.72290 1.23601 2.27219 1.02 -0.07 -1.05 0.1136
C 0.79731 -0.88746 -0.10168 0.30 -0.87 0.13 -0.2206
N 2.09986 -1.42717 -3.79973 2.32 -0.91 -1.02 -0.5851
N 3.03640 -0.52039 0.65970 -0.55 1.32 -0.97 -0.5059
N 0.42691 0.69652 1.69742 2.38 -0.74 -0.33 -0.4893
C -6.39380 -0.14812 -0.91343 -0.04 0.59 -0.48 -0.6750
C 3.70311 -1.64072 1.21502 0.33 1.62 2.17 -0.3828
C 0.41272 -0.75228 1.33785 -2.40 0.82 0.65 -0.2140
C 4.16857 -1.24800 -5.26674 -2.70 -1.46 -0.24 -0.6125
C 3.38238 -2.09449 -4.15507 -1.17 -0.20 -3.16 -0.2152
C 2.97869 0.82737 1.29968 -0.16 -0.84 -0.79 -0.1982
C 1.60275 1.51121 1.21731 -1.11 0.61 2.21 -0.2187
H -1.18646 -0.96026 -1.20831 1.64 -0.08 0.36 0.1958
H -2.06966 3.07800 4.91610 1.02 -0.95 -0.03 0.2303
H -3.95909 2.58142 3.88974 -0.09 -0.14 -0.65 0.2299
H 0.27128 1.99371 3.95723 -1.34 -0.09 -0.41 0.2136
H -1.93136 0.66993 0.59462 0.22 0.27 0.57 0.2150
H 1.22814 -1.56444 -4.27332 0.19 -0.43 -0.91 0.4064
H -5.62560 -0.82548 -1.34130 -0.85 0.55 -0.54 0.2293
H -6.89301 0.65418 -1.57312 0.84 -1.80 0.36 0.2502
H -7.18525 -0.76035 -0.42551 0.53 0.51 -0.44 0.2487
H 3.01614 -2.16433 1.86440 -0.25 -0.98 0.17 0.1634
H 4.43598 -1.20624 1.91077 0.39 -0.59 -0.34 0.1986
H 4.14103 -2.25486 0.47161 0.53 -0.65 -0.59 0.2101
H 0.98633 -1.34505 2.09945 -0.18 0.34 -1.04 0.2048
H -0.69282 -1.07292 1.46640 1.76 0.30 -0.21 0.2137
H 3.77136 -1.35425 -6.32575 0.14 -0.32 1.33 0.2006
H 3.94333 -0.25142 -5.01431 0.34 1.46 0.35 0.2152
H 5.19264 -1.46662 -5.31724 1.47 -0.19 0.22 0.2083
H 3.15579 -3.12607 -4.56902 0.21 1.05 0.46 0.1831
H 3.94033 -2.24011 -3.26635 0.60 0.23 0.77 0.2221
H 3.68532 1.54215 0.77055 -0.47 -0.78 0.82 0.1967
H 3.25160 0.65045 2.34748 0.10 0.40 -0.19 0.2002
H 1.64285 2.44116 1.87484 0.09 -1.17 -0.55 0.2158
H 1.44184 1.94995 0.24722 -0.20 -0.28 -0.86 0.1876
```
Forces are in eV/Å.

Calculated DFT total energy, -3656.05379, -1196.22902 hartree (same order as the records).